Density functional theory data (ωB97M-V/def2-TZVPD) for C7H4N2O4Tm as an isolated structure.

As for the energy above the lowest of the compared OMol25 structures with the same formula, charge and spin: 66.4 kcal per mole. Its spin multiplicity is 3. The net charge is +3. As for the HOMO-LUMO gap (alpha / beta): 0.2565 / 0.2580 hartree.

The geometry in XYZ format:
```
18
Properties=species:S:1:pos:R:3:forces:R:3
O 0.00636 -2.18146 -0.79605 1.9 3.3 2.7
C 0.46069 -1.37915 -0.10026 -4.1 -4.8 -1.8
Tm 1.27592 0.34898 1.46279 0.8 -1.5 0.6
O -3.39452 -0.10315 -2.31477 2.2 1.6 1.6
C -2.58524 0.43598 -1.71277 -2.2 -1.7 -1.6
C 2.02462 -0.35655 -0.84135 4.2 0.8 -5.3
O 2.39703 -0.58822 -1.90773 -1.7 0.7 4.3
C 0.07757 1.66289 -0.00999 -3.3 4.9 -4.3
O -0.42576 2.42442 -0.71193 2.3 -3.5 3.2
N -1.22719 -1.55208 2.72427 0.9 0.3 0.4
C -1.69811 -1.50543 3.96342 -0.3 0.8 0.1
C -1.25014 -0.33578 4.57594 0.6 1.1 -0.3
C -0.47943 0.31061 3.62228 -0.1 -1.8 0.4
N -0.36268 -0.49522 2.52361 -0.9 -0.4 -1.1
H -1.46705 -2.25929 2.02593 0.4 0.3 0.1
H -2.39408 -2.21012 4.36081 -0.3 -0.6 0.1
H -1.44106 0.04806 5.55501 -0.3 -0.1 0.4
H 0.06705 1.24290 3.60430 0.0 0.5 0.6
```
Positions in Å, forces in eV/Å.